[1]
Formula: C21H39N3S2
Source: the Open Molecules 2025 dataset
Level of theory: ωB97M-V/def2-TZVPD

XYZ file:
```
65
Properties=species:S:1:pos:R:3:forces:R:3
N 5.120 0.877 -1.607 -0.38 -0.83 0.55
C 3.794 0.397 -1.437 0.85 0.30 -0.44
C 3.167 -0.370 -2.363 -0.23 -0.09 -0.08
C 1.839 -0.839 -2.165 0.31 0.29 0.27
C 1.131 -0.537 -1.049 -1.10 -0.40 0.18
C -0.267 -1.054 -0.807 0.56 0.22 -0.19
C -1.306 0.037 -0.965 -0.73 0.14 -0.19
C -2.799 -0.367 -0.787 0.64 -0.14 0.49
S -3.160 -2.097 -0.354 -0.29 -0.27 -0.41
C 1.745 0.282 -0.068 0.19 0.02 -0.20
N 1.242 0.691 1.097 -0.43 -0.06 0.28
S 2.366 1.568 1.823 0.24 -0.05 -0.26
N 3.544 1.489 0.725 -0.09 0.14 0.46
C 3.064 0.746 -0.270 0.51 0.26 -0.11
H 5.565 0.902 -0.693 -0.02 0.42 -0.04
H 5.632 0.174 -2.127 0.10 0.22 -0.29
H 3.668 -0.646 -3.276 0.23 -0.03 -0.13
H 1.407 -1.467 -2.925 -0.18 -0.14 -0.12
H -0.453 -1.843 -1.523 -0.15 -0.31 -0.03
H -0.294 -1.469 0.194 -0.13 -0.20 0.22
H -1.099 0.860 -0.291 0.17 0.07 0.25
H -1.212 0.450 -1.965 0.13 0.09 -0.21
H -3.280 0.251 -0.041 -0.03 0.22 0.14
H -3.331 -0.196 -1.713 -0.22 -0.16 -0.22
H -2.406 -2.268 0.735 0.08 0.29 0.08
C 2.786 -6.115 3.185 0.11 0.04 0.03
C 3.333 -4.724 3.494 -0.09 -0.05 0.02
C 2.537 -3.598 2.839 0.03 0.05 0.01
C 2.518 -3.627 1.310 -0.05 -0.04 -0.02
C 3.894 -3.589 0.647 -0.03 0.10 -0.02
C 4.675 -2.318 0.961 0.06 -0.07 -0.07
H 2.830 -6.338 2.117 -0.02 0.00 0.00
H 3.364 -6.881 3.703 -0.03 -0.02 -0.01
H 1.746 -6.204 3.507 -0.02 0.00 -0.03
H 4.383 -4.669 3.194 0.00 0.02 0.00
H 3.318 -4.573 4.577 0.03 0.01 0.00
H 2.934 -2.637 3.181 -0.01 0.01 -0.02
H 1.504 -3.638 3.198 0.00 -0.01 0.01
H 1.933 -2.771 0.955 0.02 0.00 -0.02
H 1.984 -4.518 0.967 -0.01 0.00 0.01
H 3.756 -3.661 -0.435 0.01 -0.01 -0.01
H 4.483 -4.464 0.937 -0.03 -0.02 0.02
H 4.112 -1.436 0.647 0.00 -0.01 0.05
H 5.630 -2.309 0.431 0.01 0.03 0.02
H 4.889 -2.220 2.027 0.00 0.00 0.01
C -5.946 5.289 0.691 0.07 0.07 -0.05
C -5.493 5.473 -0.755 -0.09 -0.03 0.05
C -5.538 4.185 -1.576 0.04 0.03 -0.06
C -4.626 3.068 -1.069 -0.01 -0.03 0.10
C -3.145 3.431 -0.966 0.00 -0.03 -0.13
C -2.512 3.789 -2.308 0.05 0.00 0.12
H -5.297 4.600 1.233 -0.01 -0.01 0.01
H -5.932 6.240 1.224 -0.02 -0.01 0.02
H -6.965 4.898 0.731 0.00 -0.03 0.01
H -4.485 5.896 -0.771 0.01 -0.01 -0.02
H -6.140 6.211 -1.236 0.02 0.02 -0.01
H -5.287 4.419 -2.614 0.01 -0.01 0.00
H -6.566 3.811 -1.593 -0.01 0.01 0.01
H -4.735 2.205 -1.734 0.02 0.00 0.00
H -4.973 2.733 -0.087 -0.02 -0.01 -0.01
H -2.610 2.578 -0.543 0.00 0.03 0.04
H -3.004 4.256 -0.263 -0.03 0.00 0.02
H -2.609 2.962 -3.015 -0.03 0.02 -0.03
H -1.449 4.001 -2.187 0.00 0.00 -0.04
H -2.975 4.671 -2.751 -0.01 0.00 -0.02
```
Forces are in eV/Å.

Values from the calculation:
- Kohn-Sham gap: 7.73 eV
- 2S+1: 1

***

[2]
Formula: C32H48AsBrNO6RuS4Si2
Source: the Open Molecules 2025 dataset
Level of theory: ωB97M-V/def2-TZVPD

XYZ file:
```
96
Properties=species:S:1:pos:R:3:forces:R:3
Ru -1.432 -1.089 0.965 -0.30 -0.41 -0.75
S 0.431 -2.312 1.227 1.05 -0.24 -0.02
C -0.017 -3.730 2.165 -0.04 0.16 0.02
C 0.926 -4.539 2.787 -0.01 -0.05 0.00
C 0.532 -5.687 3.464 0.00 0.02 -0.02
C -0.818 -6.020 3.526 -0.01 0.01 -0.03
C -1.765 -5.207 2.919 0.06 -0.02 0.00
C -1.374 -4.059 2.231 0.00 0.09 -0.10
S -2.513 -3.027 1.402 -0.36 -0.69 0.44
H 1.973 -4.258 2.742 0.00 -0.01 -0.01
H 1.275 -6.311 3.950 -0.01 0.00 0.01
H -1.134 -6.912 4.056 0.00 0.01 0.02
H -2.821 -5.448 2.984 0.01 0.00 -0.01
C -4.979 -2.184 -4.810 -0.08 -0.08 -0.01
Si -3.563 -1.104 -4.207 -0.08 0.08 0.00
C -1.961 -1.957 -4.629 0.11 -0.03 0.11
C -3.654 0.511 -5.161 0.03 0.09 -0.05
C -3.866 -0.746 -2.404 0.01 -0.07 0.03
C -5.069 -0.139 -2.052 -0.04 0.05 0.15
C -5.394 0.140 -0.726 0.00 -0.07 -0.13
C -4.491 -0.225 0.256 0.01 -0.20 -0.11
N -3.344 -0.816 -0.067 -0.42 0.75 0.45
C -3.003 -1.046 -1.334 0.01 -0.12 -0.34
S -1.388 -1.673 -1.326 -0.03 0.18 -0.08
H -4.894 -2.406 -5.878 0.00 0.01 0.02
H -5.940 -1.693 -4.639 0.00 -0.01 -0.01
H -4.990 -3.129 -4.262 0.00 0.00 -0.02
H -1.955 -2.189 -5.699 0.03 -0.01 0.00
H -1.839 -2.881 -4.061 -0.01 0.00 -0.04
H -1.100 -1.328 -4.392 -0.01 -0.01 -0.03
H -3.590 0.344 -6.240 0.00 0.00 0.02
H -2.834 1.172 -4.867 -0.01 -0.01 -0.01
H -4.590 1.036 -4.952 0.01 0.00 -0.01
H -5.772 0.148 -2.831 0.00 -0.03 0.00
H -6.309 0.646 -0.453 0.00 0.01 -0.02
H -4.665 -0.034 1.305 0.06 0.05 0.02
O -2.051 3.763 1.820 0.00 0.23 -0.11
As -2.793 2.165 2.164 0.09 -0.47 -0.24
O -4.427 2.310 2.108 0.21 0.00 -0.02
O -1.993 1.242 1.003 0.00 0.24 0.48
C -2.257 2.137 4.064 -0.05 -0.11 0.03
C -2.234 3.363 4.715 0.00 -0.02 0.03
C -2.005 3.431 6.087 -0.01 0.05 -0.05
C -1.800 2.275 6.822 -0.02 -0.06 0.03
C -1.806 1.040 6.182 -0.05 0.08 0.02
C -2.036 0.983 4.820 0.31 0.16 -0.07
S -1.908 -0.540 3.919 -0.32 0.57 -0.38
O -1.850 -1.647 4.836 0.12 0.06 0.23
O -0.704 -0.300 3.098 -0.27 -0.53 0.34
O -3.083 -0.460 3.058 -0.45 -0.12 0.32
H -1.664 3.643 0.944 0.06 -0.03 0.04
H -2.389 4.269 4.145 -0.01 0.00 0.01
H -1.988 4.397 6.580 -0.01 0.00 0.00
H -1.633 2.332 7.892 0.02 -0.01 -0.01
H -1.634 0.116 6.719 0.01 0.00 -0.01
C 3.016 3.686 0.059 0.01 0.03 0.01
C 2.930 2.865 -1.236 0.08 -0.03 -0.04
C 1.697 3.402 -1.983 -0.01 0.02 0.01
C 4.164 3.171 -2.099 0.00 0.04 -0.01
Si 2.773 0.978 -0.819 0.18 0.08 -0.01
Br 0.730 0.810 -0.022 -0.01 0.44 -0.01
C 3.970 0.438 0.591 0.05 0.05 -0.04
C 5.378 1.022 0.391 0.03 -0.02 0.02
C 4.115 -1.089 0.672 -0.01 -0.04 0.04
C 3.427 0.878 1.962 0.04 -0.01 0.03
C 2.884 -0.148 -2.369 0.10 -0.03 0.01
C 2.333 -1.550 -2.061 -0.02 0.00 -0.06
C 4.329 -0.290 -2.874 0.01 -0.02 -0.03
C 2.024 0.412 -3.510 0.00 -0.01 -0.03
H 3.023 4.752 -0.201 0.00 -0.01 0.02
H 3.918 3.485 0.637 0.00 0.00 -0.02
H 2.153 3.508 0.704 0.00 -0.01 -0.02
H 1.824 4.483 -2.123 -0.01 -0.02 -0.02
H 0.779 3.242 -1.418 0.02 0.00 0.02
H 1.562 2.956 -2.966 0.02 -0.02 -0.01
H 4.259 4.257 -2.222 0.00 -0.02 0.00
H 4.073 2.739 -3.098 -0.01 0.01 0.01
H 5.096 2.807 -1.662 -0.02 0.00 0.02
H 5.802 0.770 -0.586 -0.01 -0.03 0.02
H 6.045 0.604 1.155 0.00 0.02 -0.01
H 5.406 2.108 0.494 -0.01 -0.01 0.00
H 4.603 -1.515 -0.206 0.01 0.02 0.02
H 3.153 -1.586 0.818 0.00 0.03 -0.01
H 4.741 -1.325 1.542 -0.01 -0.01 -0.01
H 3.220 1.945 2.031 0.02 0.00 -0.01
H 4.175 0.629 2.725 -0.02 0.01 0.00
H 2.506 0.348 2.212 0.01 0.00 -0.01
H 2.912 -2.092 -1.318 -0.01 0.01 -0.02
H 2.343 -2.136 -2.989 0.00 0.00 0.02
H 1.304 -1.510 -1.708 -0.01 -0.01 -0.01
H 4.978 -0.769 -2.138 -0.02 -0.01 -0.01
H 4.782 0.667 -3.143 -0.02 0.01 -0.01
H 4.333 -0.921 -3.771 0.01 0.01 0.01
H 0.991 0.577 -3.194 0.02 0.00 0.02
H 2.006 -0.321 -4.326 0.00 0.02 0.00
H 2.425 1.343 -3.915 0.00 0.01 0.00
```
Forces are in eV/Å.

Values from the calculation:
- Kohn-Sham gap (spin up / spin down): 5.17 / 5.26 eV
- Net charge: -2
- ⟨S²⟩: 0.759
- 2S+1: 2

***

[3]
Formula: C24H43Cl3N4O15
Source: the Open Molecules 2025 dataset
Level of theory: ωB97M-V/def2-TZVPD

XYZ file:
```
89
Properties=species:S:1:pos:R:3:forces:R:3
C -4.218 -8.984 -17.846 1.18 -0.65 -0.13
C -3.199 -9.980 -17.450 -2.01 2.21 -0.72
N -2.484 -10.810 -17.177 1.91 -1.76 0.82
H -4.188 -8.117 -17.187 -0.40 -0.23 0.24
H -5.146 -9.556 -17.834 -0.26 0.68 -0.17
H -3.924 -8.637 -18.837 -0.46 -0.10 -0.17
C 1.756 -8.095 -18.827 0.25 0.38 1.23
C 1.952 -7.816 -17.393 0.27 0.32 1.09
N 2.161 -7.573 -16.276 -0.74 -0.34 -1.18
H 1.058 -7.344 -19.198 -0.03 -0.29 -0.20
H 1.409 -9.126 -18.897 0.08 0.13 -0.47
H 2.737 -7.913 -19.264 -0.14 -0.31 -0.39
C 1.160 -3.491 -16.373 -1.07 0.25 -0.02
C 1.358 -4.299 -17.569 1.04 -0.59 0.24
N 1.551 -4.956 -18.496 -0.43 0.32 0.20
H 0.222 -2.994 -16.617 0.08 0.69 0.29
H 1.950 -2.785 -16.116 0.00 -0.11 -0.50
H 0.906 -4.046 -15.469 0.33 -0.51 -0.31
C -4.700 -0.009 -19.473 -0.56 -0.27 -0.48
C -4.528 -1.476 -19.460 0.39 0.54 0.11
N -4.397 -2.617 -19.420 0.04 0.13 -0.06
H -4.478 0.454 -18.512 -0.05 -0.23 -0.07
H -5.738 0.166 -19.756 -0.16 0.10 0.37
H -4.152 0.499 -20.267 0.42 -0.38 0.12
C -4.495 -5.772 -12.771 -0.47 2.00 1.25
O -4.159 -6.948 -13.474 -1.19 -1.52 -0.40
C -5.157 -7.915 -13.625 -3.46 2.45 1.30
O -6.308 -7.881 -13.133 4.06 -0.18 -1.18
O -4.759 -8.754 -14.551 1.77 0.39 -0.10
C -5.541 -9.858 -14.923 -0.68 -0.92 0.09
H -5.188 -5.065 -13.227 -0.57 -0.79 -0.90
H -3.645 -5.100 -12.652 0.61 -0.87 -0.20
H -4.887 -5.882 -11.759 0.10 -0.84 -0.11
H -6.486 -9.549 -15.369 0.04 0.08 0.02
H -5.746 -10.508 -14.072 -0.03 0.10 0.05
H -4.927 -10.412 -15.634 -0.19 0.01 0.09
C -6.080 -5.544 -20.868 0.20 1.65 0.21
O -6.781 -6.748 -20.916 0.61 -1.46 0.01
C -8.046 -6.780 -21.278 -2.92 0.86 -0.75
O -8.828 -5.820 -21.294 1.87 -2.46 -0.08
O -8.332 -8.085 -21.626 1.61 1.35 0.66
C -9.613 -8.475 -22.049 -1.34 0.52 0.41
H -5.114 -5.668 -20.378 -0.21 -0.54 0.14
H -6.627 -4.787 -20.305 -0.07 0.02 -0.11
H -5.848 -5.155 -21.859 -0.31 -0.08 -0.16
H -9.744 -9.541 -21.861 0.44 0.05 -0.18
H -9.806 -8.231 -23.093 0.22 -0.05 -0.01
H -10.367 -7.976 -21.441 -0.08 0.16 -0.08
C -2.205 -11.686 -13.474 -0.05 0.74 -2.18
O -2.070 -12.642 -12.490 -0.17 -0.65 1.03
C -2.968 -13.621 -12.378 -3.15 -1.21 -0.90
O -4.052 -13.758 -12.966 2.63 0.85 0.86
O -2.515 -14.448 -11.459 1.16 -0.83 1.17
C -3.116 -15.693 -11.066 -1.24 -0.58 -0.04
H -1.752 -10.748 -13.152 -0.08 -0.15 0.29
H -3.202 -11.507 -13.877 -0.42 -0.11 0.78
H -1.692 -12.027 -14.373 0.44 0.00 -0.03
H -2.907 -16.003 -10.042 0.61 1.09 0.20
H -2.784 -16.575 -11.612 0.24 0.54 -0.77
H -4.205 -15.673 -11.096 0.02 0.36 -0.44
C -0.033 -5.267 -12.897 0.06 0.34 0.98
O -1.313 -5.777 -12.380 0.28 0.13 -1.07
C -1.455 -6.399 -11.182 0.35 -1.22 0.22
O -2.476 -6.919 -10.804 0.61 1.00 -0.58
O -0.283 -6.477 -10.556 0.63 0.22 1.47
C -0.249 -6.985 -9.173 -0.28 -0.87 -0.09
H 0.567 -5.919 -13.531 -0.39 -1.00 0.41
H 0.577 -4.953 -12.049 0.02 0.01 -0.22
H -0.183 -4.422 -13.568 -0.87 0.19 0.47
H 0.779 -7.060 -8.819 0.07 0.57 -0.57
H -0.617 -8.009 -9.111 -0.25 0.03 -0.49
H -0.840 -6.427 -8.446 -0.03 0.49 -0.54
C -1.694 -4.968 -19.411 -0.18 1.44 -0.41
O -1.546 -6.189 -18.646 -0.55 -0.65 0.33
C -1.534 -6.156 -17.337 0.27 3.77 -0.03
O -1.502 -5.181 -16.597 -0.16 -2.98 -0.96
O -1.511 -7.505 -16.934 0.09 -0.70 1.36
C -1.334 -7.865 -15.597 -1.75 0.71 0.50
H -0.943 -4.940 -20.200 0.27 -0.15 0.55
H -1.709 -4.073 -18.790 0.66 -0.28 0.25
H -2.639 -4.845 -19.941 -0.42 -1.09 0.28
H -1.807 -8.801 -15.302 0.07 -0.83 -1.12
H -1.670 -7.197 -14.804 0.24 1.17 -0.49
H -0.262 -8.035 -15.496 1.51 -0.25 -0.09
C 0.995 -4.618 -22.321 0.42 0.16 -0.58
Cl 2.506 -4.751 -23.339 -1.32 -0.17 0.71
Cl -0.515 -4.978 -23.291 1.29 0.22 0.87
Cl 0.955 -3.023 -21.583 -0.30 0.33 -0.23
H 1.075 -5.249 -21.436 -0.04 -0.54 -0.68
```
Forces are in eV/Å.

Values from the calculation:
- Kohn-Sham gap (spin up / spin down): 9.92 / 2.38 eV
- Net charge: +1
- ⟨S²⟩: 0.757
- 2S+1: 2

***

[4]
Formula: C33H39CrFN3
Source: the Open Molecules 2025 dataset
Level of theory: ωB97M-V/def2-TZVPD

XYZ file:
```
77
Properties=species:S:1:pos:R:3:forces:R:3
Cr -0.776 -0.718 -0.072 0.14 -0.35 0.42
C 0.262 0.380 1.597 0.10 0.12 0.15
C 0.597 -0.981 1.877 0.12 -0.17 -0.22
C -0.637 -1.669 2.098 0.02 -0.11 -0.36
C -1.679 -0.688 1.996 -0.07 0.10 0.09
C -1.122 0.582 1.752 0.01 0.37 0.22
C -1.752 1.954 1.953 0.00 -0.11 -0.07
C -1.329 2.962 0.877 0.00 0.03 -0.03
C -3.274 1.873 2.049 -0.10 0.07 0.01
C -1.227 2.462 3.307 0.05 0.02 0.13
C -0.952 -3.139 2.421 0.01 0.19 -0.03
C -0.278 -3.550 3.737 -0.08 -0.10 0.10
C -0.572 -4.107 1.288 0.15 -0.03 0.09
C -2.463 -3.300 2.628 -0.14 -0.04 -0.03
C 2.072 -1.324 2.188 -0.13 0.06 -0.09
C 2.999 -0.298 1.515 0.04 0.00 -0.04
C 2.228 -1.166 3.721 0.05 0.08 0.07
C 2.613 -2.702 1.783 0.05 0.04 0.06
H 0.972 1.175 1.441 0.01 -0.02 -0.05
H -2.726 -0.884 2.158 0.00 0.00 -0.09
H -1.808 2.772 -0.083 0.00 -0.01 0.05
H -0.247 2.944 0.722 -0.05 0.01 0.03
H -1.598 3.973 1.198 -0.01 -0.07 -0.03
H -3.728 1.479 1.143 0.02 -0.01 -0.03
H -3.681 2.874 2.212 0.01 -0.05 0.00
H -3.590 1.248 2.888 0.06 0.02 -0.03
H -0.154 2.668 3.261 -0.07 -0.03 0.00
H -1.397 1.725 4.098 -0.01 0.06 -0.07
H -1.743 3.388 3.579 0.06 -0.07 -0.01
H 0.805 -3.612 3.669 -0.01 0.00 -0.08
H -0.643 -4.541 4.020 0.03 0.02 0.03
H -0.524 -2.856 4.548 -0.01 -0.03 -0.11
H 0.500 -4.120 1.094 -0.11 -0.02 -0.04
H -1.079 -3.836 0.364 -0.05 -0.01 0.03
H -0.863 -5.124 1.574 0.01 0.07 -0.03
H -2.842 -2.656 3.426 0.05 -0.08 -0.01
H -2.665 -4.337 2.906 -0.04 0.06 -0.01
H -3.016 -3.085 1.709 0.06 0.00 0.05
H 2.899 0.699 1.944 0.01 0.00 0.02
H 2.817 -0.238 0.438 0.02 -0.01 0.07
H 4.035 -0.612 1.669 -0.05 0.03 -0.02
H 1.561 -0.396 4.116 0.07 0.00 -0.06
H 3.255 -0.868 3.951 -0.03 -0.09 0.01
H 2.021 -2.095 4.254 -0.02 0.10 -0.05
H 2.885 -2.730 0.730 -0.04 -0.01 -0.03
H 1.934 -3.520 1.986 0.02 0.00 0.11
H 3.531 -2.894 2.347 -0.03 0.05 -0.02
N 2.614 5.022 -7.902 -0.03 -0.07 0.09
C 2.216 4.347 -7.061 -0.18 -0.26 0.32
C 1.705 3.494 -5.997 0.23 0.33 -0.39
C 2.280 3.547 -4.732 0.03 -0.02 0.11
C 1.793 2.730 -3.724 0.04 0.08 -0.04
C 0.726 1.872 -3.968 -0.08 -0.15 0.05
C 0.160 1.820 -5.239 0.02 0.04 -0.01
C 0.648 2.628 -6.253 -0.10 -0.08 -0.05
C 0.212 1.008 -2.863 0.06 0.07 -0.15
C 1.039 -0.035 -2.441 -0.04 0.12 0.24
C 2.211 -0.516 -3.081 0.07 0.00 -0.15
C 2.551 -1.701 -2.470 -0.09 0.00 0.17
C 1.587 -1.899 -1.451 0.10 -0.13 -0.21
N 0.705 -0.915 -1.417 0.00 0.07 -0.16
C -1.082 1.251 -2.399 0.06 0.12 0.26
C -2.068 2.103 -2.968 0.08 0.00 -0.10
C -3.253 1.840 -2.319 0.02 -0.12 0.14
C -2.950 0.860 -1.344 -0.13 0.11 -0.12
N -1.667 0.535 -1.361 -0.03 -0.01 -0.28
H 3.102 4.222 -4.543 0.00 0.00 0.00
H 2.238 2.762 -2.736 -0.01 0.00 -0.03
H -0.659 1.137 -5.432 0.03 0.03 0.01
H 0.215 2.589 -7.244 0.01 -0.01 0.04
H 2.694 -0.055 -3.929 -0.02 -0.02 0.05
H 3.366 -2.364 -2.717 -0.05 0.04 0.02
H 1.488 -2.738 -0.780 0.03 0.01 -0.01
H -1.909 2.788 -3.787 -0.01 -0.03 0.06
H -4.221 2.276 -2.508 0.05 -0.03 0.01
H -3.624 0.386 -0.648 -0.02 -0.01 0.00
F -1.739 -2.103 -0.761 -0.14 -0.20 0.03
```
Forces are in eV/Å.

Values from the calculation:
- Kohn-Sham gap (spin up / spin down): 6.90 / 6.78 eV
- ⟨S²⟩: 3.792
- 2S+1: 4